[1]
The following is a quantum chemistry calculation of a cluster of 7 separate species, C19H37INO26PS6 in total at a distorted geometry, from the Open Molecules 2025 dataset.

SMILES string   C#CC[PH2](CON=O)C[C@H](C)I.O=S1(=O)OCCO1.O=S1(=O)OCCO1.O=S1(=O)OCCO1.O=S1(=O)OCCO1.O=S1(=O)OCCO1.O=S1(=O)OCCO1
E_tot   -5784.7827 Eh
Max |F|   6.95 eV Å⁻¹
Frontier orbital gap   8.3 eV
HOMO energy   -8.54 eV
LUMO energy   -0.3 eV

Structure (ORCA input):
```
! wB97M-V def2-TZVPD RIJCOSX def2/J DEFGRID3
* xyz 0 1
C 2.05 1.15 -1.61
C 1.37 0.42 -2.47
C 0.69 -0.73 -3.41
P 0.41 -2.29 -2.30
C -1.30 -1.56 -1.73
O -2.44 -2.25 -2.34
N -3.55 -1.65 -1.80
O -4.16 -2.45 -1.14
C 2.16 -2.97 -2.67
C 3.06 -3.30 -1.37
C 4.19 -2.12 -1.17
I 4.15 -5.21 -1.66
H 2.55 1.52 -0.62
H -0.30 -0.33 -3.86
H 1.36 -0.97 -4.34
H 0.82 -2.14 -0.91
H -0.24 -3.49 -2.76
H -1.40 -0.43 -1.96
H -1.33 -1.64 -0.56
H 2.81 -2.28 -3.36
H 2.06 -3.97 -3.27
H 2.47 -3.44 -0.39
H 5.16 -2.35 -1.74
H 4.37 -1.90 -0.04
H 3.78 -1.12 -1.61
O -2.54 -2.00 -4.29
S -2.81 -0.93 -5.20
O -1.94 0.21 -5.35
O -4.32 -0.39 -4.91
C -5.10 -0.50 -6.10
C -4.50 -1.67 -6.87
O -3.10 -1.56 -6.68
H -5.01 0.43 -6.66
H -6.15 -0.67 -5.85
H -4.75 -1.63 -7.93
H -4.83 -2.63 -6.46
O 2.98 6.32 1.79
S 2.77 5.18 0.93
O 3.49 3.95 1.08
O 2.90 5.67 -0.61
C 1.68 5.39 -1.30
C 0.59 5.44 -0.24
O 1.18 4.85 0.92
H 1.77 4.39 -1.74
H 1.52 6.12 -2.09
H -0.30 4.89 -0.54
H 0.32 6.47 0.00
O 0.64 10.26 2.47
S -0.32 9.39 3.10
O -1.74 9.56 2.95
O 0.03 9.31 4.68
C 0.27 7.95 5.05
C 0.81 7.29 3.79
O 0.06 7.86 2.72
H -0.68 7.51 5.36
H 0.98 7.90 5.87
H 0.69 6.20 3.81
H 1.86 7.53 3.63
O -1.02 -7.57 0.53
S -2.31 -7.24 1.07
O -2.68 -7.49 2.43
O -3.44 -7.90 0.10
C -4.30 -6.88 -0.40
C -3.44 -5.62 -0.45
O -2.62 -5.69 0.73
H -5.13 -6.76 0.29
H -4.68 -7.15 -1.39
H -4.03 -4.71 -0.45
H -2.77 -5.63 -1.32
O 6.77 -5.39 0.58
S 6.75 -5.72 1.97
O 7.20 -4.83 2.99
O 7.50 -7.15 2.16
C 6.60 -8.09 2.76
C 5.21 -7.64 2.33
O 5.25 -6.22 2.35
H 6.71 -8.02 3.85
H 6.83 -9.10 2.44
H 4.43 -8.02 2.99
H 5.00 -7.96 1.30
O -1.08 4.31 4.70
S -2.37 4.65 5.23
O -2.73 4.41 6.60
O -3.50 3.99 4.27
C -4.35 5.02 3.76
C -3.49 6.27 3.71
O -2.67 6.21 4.88
H -5.19 5.14 4.46
H -4.74 4.74 2.78
H -4.08 7.19 3.70
H -2.82 6.26 2.84
*
```

[2]
The following is a quantum chemistry calculation of a structure of composition C25H54Br6O19S5 at a distorted geometry, from the Open Molecules 2025 dataset.

E_tot   -19849.3394 Eh
Max |F|   5.59 eV Å⁻¹
Frontier orbital gap   8.9 eV
HOMO energy   -9.96 eV
LUMO energy   -1.1 eV

Structure (ORCA input):
```
! wB97M-V def2-TZVPD RIJCOSX def2/J DEFGRID3
* xyz 0 1
O -1.83 6.99 -3.90
C -1.00 6.06 -3.67
O -0.93 5.44 -2.50
C -0.05 4.35 -2.44
C 0.92 4.66 -3.59
C 0.11 5.54 -4.53
H -0.54 3.40 -2.69
H 0.52 4.21 -1.53
H 1.26 3.73 -4.03
H 1.76 5.24 -3.20
H -0.29 4.89 -5.31
H 0.78 6.31 -4.92
O 2.39 -3.18 6.76
C 1.13 -3.13 6.67
O 0.35 -3.64 7.69
C -0.98 -3.84 7.22
C -1.05 -3.02 6.00
C 0.29 -2.78 5.47
H -1.72 -3.53 7.95
H -1.03 -4.91 7.01
H -1.60 -2.10 6.15
H -1.59 -3.56 5.22
H 0.48 -1.75 5.18
H 0.52 -3.44 4.63
O -1.37 -0.96 -4.07
S -2.70 -0.82 -4.65
O -3.12 -1.57 -5.82
O -3.84 -0.96 -3.42
C -5.22 -0.99 -3.73
C -5.85 -1.94 -2.65
C -2.98 0.97 -5.08
H -5.50 -1.32 -4.73
H -5.50 0.06 -3.68
H -6.92 -1.97 -2.85
H -5.59 -1.48 -1.69
H -5.50 -2.97 -2.68
H -2.44 1.25 -5.98
H -2.63 1.50 -4.19
H -4.04 1.17 -5.26
O 5.26 -3.24 2.21
S 4.55 -2.83 0.96
O 4.77 -1.57 0.22
O 4.71 -4.02 -0.17
C 4.17 -3.80 -1.42
C 5.25 -3.51 -2.45
C 2.71 -2.80 1.31
H 3.43 -3.00 -1.47
H 3.50 -4.65 -1.58
H 5.83 -2.67 -2.06
H 4.92 -3.23 -3.45
H 5.93 -4.35 -2.60
H 2.73 -2.55 2.37
H 2.24 -3.78 1.25
H 2.29 -2.09 0.60
O 1.44 -1.44 -2.23
S 2.01 -0.26 -2.87
O 1.46 1.09 -2.65
O 3.66 -0.23 -2.58
C 4.43 0.60 -3.42
C 5.55 1.13 -2.58
C 2.10 -0.51 -4.75
H 3.77 1.41 -3.69
H 4.67 0.06 -4.33
H 6.07 1.83 -3.24
H 6.23 0.32 -2.32
H 5.16 1.64 -1.69
H 2.39 0.42 -5.24
H 1.12 -0.73 -5.17
H 2.72 -1.39 -4.90
O -3.11 2.47 0.29
S -1.83 1.80 0.12
O -0.55 2.49 0.16
O -1.67 0.56 1.20
C -0.46 -0.22 1.21
C -0.60 -1.17 2.34
C -1.79 0.84 -1.42
H 0.34 0.48 1.44
H -0.41 -0.80 0.29
H -1.45 -1.85 2.20
H -0.86 -0.62 3.24
H 0.30 -1.75 2.57
H -0.76 0.52 -1.53
H -1.99 1.60 -2.18
H -2.51 0.04 -1.24
O -0.32 2.66 6.82
S -0.93 2.01 5.62
O -1.31 0.58 5.54
O -2.30 2.87 5.30
C -3.14 2.30 4.31
C -3.67 3.54 3.56
C 0.09 2.39 4.20
H -4.04 1.84 4.72
H -2.72 1.60 3.59
H -4.40 3.35 2.77
H -2.91 4.03 2.95
H -4.12 4.32 4.17
H 0.04 1.58 3.48
H 1.07 2.50 4.66
H -0.20 3.31 3.71
C -3.63 -5.37 1.58
Br -4.08 -4.29 -0.07
Br -5.19 -6.50 2.02
Br -2.95 -4.11 3.03
H -2.83 -6.05 1.30
C 2.87 3.09 0.56
Br 2.99 1.11 0.27
Br 3.95 4.09 -0.81
Br 3.43 3.74 2.38
H 1.81 3.31 0.46
*
```

[3]
The following is a quantum chemistry calculation of an isolated molecule of CH4N3P at a distorted geometry, from the Open Molecules 2025 dataset.

SMILES string   C1N=NNP1
ΔE to the lowest compared entry with this formula, charge and spin   64.2 kcal/mol
E_tot   -546.0201 Eh
Max |F|   4.37 eV Å⁻¹
Frontier orbital gap   9.6 eV
HOMO energy   -8.95 eV
LUMO energy   0.7 eV

Structure (ORCA input):
```
! wB97M-V def2-TZVPD RIJCOSX def2/J DEFGRID3
* xyz 0 1
C 0.34 -1.07 -0.31
N -1.05 -0.81 0.05
N -1.35 0.35 0.06
N -0.52 1.34 -0.08
P 1.31 0.64 -0.07
H 0.76 -1.67 0.53
H 0.24 -1.43 -1.39
H -0.84 2.31 -0.19
H 1.11 0.35 1.40
*
```

[4]
The following is a quantum chemistry calculation of an isolated molecule of C8H12P2 at a distorted geometry, from the Open Molecules 2025 dataset.

ΔE to the lowest compared entry with this formula, charge and spin   14.7 kcal/mol
E_tot   -994.4565 Eh
Max |F|   3.87 eV Å⁻¹
Frontier orbital gap (alpha / beta)   6.7 / 7.0 eV
Expectation value of S²   2.009
HOMO energy (alpha / beta)   -5.93 / -8.92 eV
LUMO energy (alpha / beta)   0.7 / -1.9 eV

Structure (ORCA input):
```
! wB97M-V def2-TZVPD RIJCOSX def2/J DEFGRID3
* xyz 0 3
C 1.58 0.09 0.13
C 1.10 2.37 -0.22
C 0.58 -0.74 0.03
C -0.20 2.57 -0.40
C 1.96 1.12 -0.82
C -0.10 -1.62 1.03
C -2.14 1.45 1.12
C -0.44 -2.85 -1.42
P -1.77 2.89 -0.10
P -1.08 -1.35 -0.52
H 2.11 -0.05 1.09
H 1.60 3.26 0.08
H 2.98 1.35 -0.91
H 1.68 0.88 -1.82
H 0.12 -2.70 1.41
H -0.40 -1.01 1.92
H -2.95 1.83 1.72
H -1.24 1.32 1.65
H -2.40 0.47 0.71
H -1.33 -3.29 -1.79
H 0.16 -3.32 -0.59
H 0.19 -2.64 -2.27
*
```

[5]
The following is a quantum chemistry calculation of a structure of composition C13H17AsCl3N2O8PdS2 at a distorted geometry, from the Open Molecules 2025 dataset.

ΔE to the lowest compared entry with this formula, charge and spin   51.4 kcal/mol
E_tot   -5757.7067 Eh
Max |F|   4.01 eV Å⁻¹
Frontier orbital gap (alpha / beta)   6.9 / 6.9 eV
HOMO energy (alpha / beta)   -5.69 / -5.69 eV
LUMO energy (alpha / beta)   1.2 / 1.2 eV

Structure (ORCA input):
```
! wB97M-V def2-TZVPD RIJCOSX def2/J DEFGRID3
* xyz -1 1
Pd 0.52 0.91 0.75
O -0.37 3.40 1.30
As 1.16 3.79 0.42
O 1.70 5.20 1.04
O 2.18 2.50 0.61
C 0.39 4.17 -1.34
C 0.42 5.51 -1.70
C -0.18 5.93 -2.88
C -0.81 5.02 -3.71
C -0.82 3.67 -3.37
C -0.25 3.26 -2.17
S -0.33 1.52 -1.78
O -0.87 0.87 -2.96
O -1.22 1.37 -0.60
O 1.02 1.08 -1.46
H -0.25 3.75 2.19
H 0.92 6.20 -1.03
H -0.16 6.98 -3.14
H -1.27 5.34 -4.63
H -1.27 2.92 -4.00
C -0.96 -5.13 2.03
C -0.22 -3.88 1.57
N -0.81 -2.67 2.12
C -1.16 -1.56 1.46
S -1.14 -0.07 2.35
N -1.70 -1.60 0.26
C -1.97 -2.75 -0.60
C -0.93 -2.90 -1.71
H -0.52 -6.02 1.57
H -2.02 -5.08 1.76
H -0.90 -5.24 3.11
H -0.19 -3.81 0.49
H 0.82 -3.94 1.90
H -0.52 -2.46 3.07
H -1.82 -0.69 -0.19
H -2.96 -2.58 -1.03
H -2.03 -3.64 0.02
H -0.95 -2.02 -2.36
H -1.15 -3.78 -2.31
H 0.07 -2.97 -1.29
Cl 4.60 -0.71 3.20
C 3.35 -1.80 2.60
Cl 4.09 -3.10 1.67
Cl 2.48 -2.51 3.99
C 2.27 -1.01 1.75
O 1.94 0.08 2.28
O 1.84 -1.58 0.75
*
```

[6]
The following is a quantum chemistry calculation of an isolated molecule of C20H26N4O2, from the Open Molecules 2025 dataset.

SMILES string   O=C(NCCCn1cccn1)[C@H]1CCC(=O)N(CCc2ccccc2)C1
ΔE to the lowest compared entry with this formula, charge and spin   27.1 kcal/mol
E_tot   -1147.2607 Eh
Max |F|   0.76 eV Å⁻¹
Frontier orbital gap   9.5 eV
HOMO energy   -8.77 eV
LUMO energy   0.7 eV

Structure (ORCA input):
```
! wB97M-V def2-TZVPD RIJCOSX def2/J DEFGRID3
* xyz 0 1
O 1.37 3.12 -0.67
C 0.47 2.83 0.09
N 0.44 3.24 1.38
C 1.45 4.12 1.93
C 2.49 3.40 2.79
C 3.32 2.40 1.98
N 2.69 1.10 1.94
C 2.97 0.11 1.07
C 2.26 -1.00 1.48
C 1.58 -0.57 2.62
N 1.85 0.69 2.89
C -0.74 2.00 -0.31
C -1.02 2.11 -1.82
C -1.32 0.76 -2.46
C -2.16 -0.14 -1.57
O -3.16 -0.71 -1.94
N -1.66 -0.25 -0.32
C -2.24 -1.17 0.63
C -1.40 -2.44 0.78
C -1.25 -3.11 -0.56
C -2.26 -3.93 -1.04
C -2.16 -4.50 -2.30
C -1.06 -4.24 -3.09
C -0.05 -3.43 -2.62
C -0.14 -2.87 -1.36
C -0.50 0.52 0.05
H -0.26 2.89 2.01
H 0.95 4.89 2.53
H 1.94 4.60 1.08
H 3.16 4.16 3.21
H 2.01 2.87 3.60
H 4.31 2.29 2.44
H 3.44 2.74 0.95
H 3.62 0.27 0.24
H 2.25 -1.97 1.02
H 0.92 -1.13 3.26
H -1.61 2.34 0.26
H -0.14 2.55 -2.30
H -1.86 2.79 -1.98
H -0.39 0.22 -2.67
H -1.84 0.89 -3.41
H -3.23 -1.43 0.23
H -2.36 -0.67 1.60
H -1.89 -3.10 1.49
H -0.41 -2.18 1.18
H -3.13 -4.13 -0.43
H -2.96 -5.13 -2.67
H -0.98 -4.68 -4.08
H 0.82 -3.23 -3.23
H 0.65 -2.23 -0.99
H -0.33 0.41 1.12
H 0.40 0.17 -0.47
*
```

[7]
The following is a quantum chemistry calculation of an isolated molecule of C3H5N3O at a distorted geometry, from the Open Molecules 2025 dataset.

SMILES string   OCc1nc[nH]n1
ΔE to the lowest compared entry with this formula, charge and spin   52.0 kcal/mol
E_tot   -356.7746 Eh
Max |F|   1.86 eV Å⁻¹
Frontier orbital gap   11.3 eV
HOMO energy   -10.51 eV
LUMO energy   0.8 eV

Structure (ORCA input):
```
! wB97M-V def2-TZVPD RIJCOSX def2/J DEFGRID3
* xyz 0 1
O -2.31 0.93 -0.28
C -1.65 -0.23 0.13
C -0.16 -0.06 0.13
N 0.68 -0.88 0.86
C 1.84 -0.37 0.57
N 1.78 0.65 -0.36
N 0.42 0.82 -0.63
H -1.74 1.37 -0.93
H -1.89 -1.09 -0.52
H -1.99 -0.49 1.14
H 2.82 -0.66 0.93
H 2.22 0.01 -1.06
*
```

[8]
The following is a quantum chemistry calculation of a cluster of 2 separate species, C7H17BrNO7P in total at a distorted geometry, from the Open Molecules 2025 dataset.

SMILES string   C[C@@H](Br)CO[P@](=O)(O)OCCCO.C[N+](=O)[O-]
E_tot   -3773.5395 Eh
Max |F|   6.17 eV Å⁻¹
Frontier orbital gap   10.1 eV
HOMO energy   -10.13 eV
LUMO energy   -0.1 eV

Structure (ORCA input):
```
! wB97M-V def2-TZVPD RIJCOSX def2/J DEFGRID3
* xyz 0 1
C 0.60 2.34 1.48
C -0.83 2.02 0.66
Br -0.33 1.88 -1.29
C -1.33 0.56 1.26
O -2.34 -0.10 0.42
P -2.46 -1.79 0.98
O -4.00 -2.18 1.05
O -1.76 -1.88 2.57
O -1.69 -2.75 -0.24
C -0.90 -3.86 0.30
C 0.72 -3.64 -0.05
C 1.54 -2.89 1.16
O 2.60 -3.82 1.65
H 0.40 2.09 2.63
H 1.41 1.55 1.13
H 0.96 3.46 1.32
H -1.59 2.89 0.85
H -1.73 0.74 2.34
H -0.36 -0.14 1.22
H -2.28 -1.26 3.17
H -1.10 -4.13 1.42
H -1.21 -4.82 -0.33
H 1.17 -4.71 -0.28
H 0.77 -3.02 -1.06
H 0.87 -2.59 2.08
H 2.13 -1.94 0.75
H 2.14 -4.42 2.34
C 1.26 4.19 -4.41
N 1.20 5.19 -3.32
O 1.46 6.37 -3.61
O 0.89 4.78 -2.20
H 1.54 4.69 -5.34
H 2.00 3.44 -4.14
H 0.26 3.74 -4.50
*
```

[9]
The following is a quantum chemistry calculation of a structure of composition C16H21NO4 at a distorted geometry, from the Open Molecules 2025 dataset.

ΔE to the lowest compared entry with this formula, charge and spin   359.3 kcal/mol
E_tot   -977.4974 Eh
Max |F|   17.61 eV Å⁻¹
Frontier orbital gap   8.1 eV
HOMO energy   -7.62 eV
LUMO energy   0.5 eV

Structure (ORCA input):
```
! wB97M-V def2-TZVPD RIJCOSX def2/J DEFGRID3
* xyz 0 1
C -3.76 -2.04 -0.67
C -2.80 -0.87 -0.46
C -1.53 -0.63 0.02
C -1.40 0.67 0.09
C -0.38 1.34 0.42
C -0.62 2.80 0.47
C -1.82 3.32 0.05
C -2.81 2.68 -0.65
C -2.68 1.32 -0.50
O -3.48 0.29 -0.75
H -3.75 3.28 -0.90
H -1.88 4.62 -0.30
O 0.42 3.61 0.66
H 1.20 3.42 1.13
C 0.80 0.90 1.11
N 1.65 0.28 0.40
C 2.83 -0.59 0.98
C 3.58 -1.20 -0.06
H 4.57 -1.55 0.25
O 4.12 -0.19 -0.96
C 3.07 0.50 -1.78
C 2.17 1.36 -0.51
H 1.47 1.90 -1.11
H 2.87 2.05 0.02
H 3.60 1.36 -2.62
H 2.54 -0.16 -2.26
H 2.98 -2.06 -0.65
H 2.39 -0.99 1.58
H 3.37 0.22 1.62
H 1.37 1.63 1.93
H 0.49 0.24 1.86
C -0.72 -1.79 0.34
C -0.87 -3.09 -0.15
H -1.84 -3.73 0.16
H -0.98 -3.11 -1.25
H -0.03 -3.58 0.13
O -0.60 -1.87 1.71
H -1.49 -2.17 2.47
H 0.28 -1.35 0.19
H -4.10 -2.52 0.23
H -4.69 -1.75 -0.95
H -3.52 -2.59 -1.29
*
```

[10]
The following is a quantum chemistry calculation of a structure of composition C3HO2Pt at a distorted geometry, from the Open Molecules 2025 dataset.

ΔE to the lowest compared entry with this formula, charge and spin   17.5 kcal/mol
E_tot   -384.1204 Eh
Max |F|   9.70 eV Å⁻¹
Frontier orbital gap (alpha / beta)   8.5 / 6.8 eV
Expectation value of S²   2.032
HOMO energy (alpha / beta)   -14.76 / -14.78 eV
LUMO energy (alpha / beta)   -6.3 / -8.0 eV

Structure (ORCA input):
```
! wB97M-V def2-TZVPD RIJCOSX def2/J DEFGRID3
* xyz 1 3
C -1.36 -0.43 -0.31
C -0.98 0.78 -0.44
O 0.23 1.21 -0.12
C 1.43 -0.36 0.68
O 0.78 -1.34 0.60
H -2.16 -1.14 -0.16
Pt 2.05 1.28 -0.25
*
```

[11]
The following is a quantum chemistry calculation of an isolated molecule of C2H6FNO at a distorted geometry, from the Open Molecules 2025 dataset.

SMILES string   C[C@@](N)(O)F
ΔE to the lowest compared entry with this formula, charge and spin   18.4 kcal/mol
E_tot   -309.6365 Eh
Max |F|   7.10 eV Å⁻¹
Frontier orbital gap   11.1 eV
HOMO energy   -10.19 eV
LUMO energy   0.9 eV

Structure (ORCA input):
```
! wB97M-V def2-TZVPD RIJCOSX def2/J DEFGRID3
* xyz 0 1
C -0.88 -0.36 0.91
C 0.23 -0.25 -0.13
N -0.24 0.30 -1.40
O 1.31 0.73 0.62
F 0.96 -1.39 -0.45
H -0.31 -0.66 1.82
H -1.48 0.58 1.03
H -1.58 -1.29 0.82
H -0.58 1.25 -1.34
H 0.52 0.25 -2.02
H 2.05 0.83 0.13
*
```